18
Properties=species:S:1:pos:R:3:lowdin_charge:R:1 method="wB97M-V/def2-TZVPD" relative_energy_kcal_mol=16.4 charge=0 molar_mass_da=178.10 homo_ev=-11.31 homo_lumo_gap_ev=10.8 max_force_ev_per_a=3.63
C 1.8468 0.2041 -1.4083 0.040
C 0.8018 0.4445 -0.3621 -0.483
O 0.9078 0.8741 0.7399 0.146
O -0.4227 0.0041 -0.7999 0.063
C -1.5887 0.3035 -0.1281 -0.285
C -1.7351 -0.1155 1.3011 0.035
N -1.8803 1.8490 -0.2916 -0.306
O -2.6863 2.3230 0.4321 0.139
O -1.2558 2.3646 -1.1836 0.134
N -2.7340 -0.3658 -0.9450 -0.327
O -3.7584 -0.4312 -0.3718 0.141
O -2.4603 -0.7205 -2.0715 0.131
H 2.8273 0.7327 -1.1960 0.115
H 2.2513 -0.8184 -1.2211 0.114
H 1.5635 0.5246 -2.3644 0.073
H -0.8329 0.0045 1.8153 0.071
H -2.5114 0.5311 1.7858 0.122
H -1.9982 -1.0870 1.4987 0.076



75
Properties=species:S:1:pos:R:3:lowdin_charge:R:1 method="wB97M-V/def2-TZVPD" relative_energy_kcal_mol=0.0 charge=0 molar_mass_da=742.42 homo_ev=-7.85 homo_lumo_gap_ev=7.5 max_force_ev_per_a=0.43
In -0.1727 0.1502 0.2588 0.775
C -3.2411 1.0667 1.5053 -0.246
P -2.4229 1.5085 -0.0765 1.049
C -3.6023 1.2765 -1.4188 -0.366
C -4.7476 2.0691 -1.5103 -0.087
C -5.6537 1.8547 -2.5333 -0.072
C -5.4203 0.8517 -3.4686 -0.069
C -4.2836 0.0641 -3.3812 -0.060
C -3.3704 0.2724 -2.3558 -0.067
C -2.0336 3.2745 0.0023 -0.360
C -1.9723 4.0349 -1.1627 -0.084
C -1.5414 5.3517 -1.1099 -0.068
C -1.1637 5.9143 0.1009 -0.074
C -1.2185 5.1577 1.2635 -0.072
C -1.6473 3.8397 1.2194 -0.080
C -2.2070 0.7409 2.5438 -0.418
C -2.2166 0.9635 3.8981 -0.055
C -1.0103 0.4194 4.4120 -0.051
C -0.3195 -0.1035 3.3456 -0.373
C 1.0354 -0.7689 3.3483 -0.244
P 1.6210 -1.2150 1.6626 1.067
C 1.5053 -3.0163 1.5352 -0.345
C 2.4622 -3.8344 2.1323 -0.075
C 2.3387 -5.2113 2.0575 -0.071
C 1.2631 -5.7770 1.3840 -0.071
C 0.3172 -4.9657 0.7765 -0.065
C 0.4390 -3.5852 0.8454 -0.081
C 3.3689 -0.7520 1.5979 -0.359
C 4.1628 -0.6928 2.7440 -0.106
C 5.4892 -0.3051 2.6472 -0.073
C 6.0291 0.0375 1.4132 -0.057
C 5.2542 -0.0276 0.2642 -0.037
C 3.9306 -0.4362 0.3627 -0.077
N -1.0546 0.0782 2.1996 -0.079
H -3.8669 0.1989 1.2750 0.099
H -3.8962 1.8693 1.8471 0.102
H -4.9208 2.8596 -0.7887 0.114
H -6.5406 2.4702 -2.6061 0.107
H -6.1290 0.6887 -4.2700 0.108
H -4.0977 -0.7112 -4.1122 0.113
H -2.4799 -0.3420 -2.2883 0.089
H -2.2605 3.5998 -2.1124 0.112
H -1.4974 5.9365 -2.0191 0.110
H -0.8252 6.9412 0.1383 0.107
H -0.9251 5.5933 2.2098 0.108
H -1.6812 3.2541 2.1318 0.101
H -3.0052 1.4413 4.4590 0.104
H -0.6918 0.4098 5.4427 0.103
H 1.0256 -1.6721 3.9625 0.102
H 1.7781 -0.0950 3.7804 0.083
H 3.3126 -3.3960 2.6425 0.105
H 3.0862 -5.8441 2.5174 0.108
H 1.1715 -6.8534 1.3221 0.107
H -0.5096 -5.4037 0.2336 0.110
H -0.2822 -2.9595 0.3324 0.085
H 3.7457 -0.9377 3.7147 0.101
H 6.1003 -0.2565 3.5392 0.106
H 7.0584 0.3646 1.3468 0.112
H 5.6592 0.2763 -0.6973 0.106
H 3.3359 -0.5041 -0.5372 0.096
O 4.6766 1.4742 -4.6488 0.003
C 4.7334 1.6980 -3.4401 -0.700
O 5.6687 1.9404 -2.6552 -0.033
C 3.3698 1.6300 -2.6999 -0.072
C 3.1278 2.4417 -1.5945 0.014
C 2.0027 2.2253 -0.8330 -0.102
N 1.1650 1.2140 -1.1031 -0.017
C 1.3572 0.4500 -2.1959 -0.181
C 2.4209 0.6732 -3.0451 0.076
C 0.4138 -0.7346 -2.4256 -0.570
O 0.4242 -1.2856 -3.4980 0.108
O -0.3637 -1.0680 -1.4252 -0.162
H 3.8628 3.1857 -1.3185 0.128
H 1.7746 2.8217 0.0427 0.120
H 2.5579 0.0621 -3.9264 0.140